The following is a DFT calculation (ωB97M-V with the def2-TZVPD basis set) of a cluster of 13 separate species, C87H199N13O13 in total at a distorted geometry.

Geometry (Å):
C: 8.28044 16.54780 22.05829
C: 9.29472 17.11724 23.03644
C: 10.29157 18.04313 22.36223
O: 11.49794 18.17491 23.10287
C: 12.34341 17.06078 23.01341
N: 8.59935 17.73901 24.14156
H: 7.66237 15.78851 22.49780
H: 8.76255 16.07558 21.19038
H: 7.65350 17.34820 21.73671
H: 9.82265 16.15400 23.40999
H: 9.92015 19.07969 22.26051
H: 10.44586 17.68759 21.35483
H: 12.11627 16.31379 23.78590
H: 13.33581 17.41823 23.17320
H: 12.38775 16.52690 22.08541
H: 8.74415 17.26130 25.04900
H: 8.90979 18.71744 24.23985
C: 16.64008 16.50877 20.81059
C: 16.10273 16.20440 19.39975
C: 15.35709 17.37132 18.75253
O: 14.24838 17.65498 19.51816
C: 13.39237 18.55533 18.84138
N: 17.10570 15.71548 18.45233
H: 15.87142 16.81722 21.55496
H: 17.33168 17.32677 20.77897
H: 17.09205 15.61307 21.17247
H: 15.32903 15.37529 19.42695
H: 15.04516 16.98959 17.74403
H: 15.93550 18.33031 18.52998
H: 14.05028 19.44474 18.48642
H: 12.67765 18.87034 19.56052
H: 12.98716 18.20007 17.92300
H: 17.85802 16.39586 18.40069
H: 17.60453 14.87597 18.85309
C: 9.40902 19.98086 15.64540
C: 10.33032 19.32684 16.67428
C: 9.51616 18.82182 17.89620
O: 8.75634 19.79704 18.62814
C: 9.59792 20.87410 19.07061
N: 11.03638 18.18035 16.11484
H: 10.04048 20.37018 14.87201
H: 8.75374 20.82581 15.92633
H: 8.69970 19.29463 15.10476
H: 11.10244 20.03277 17.02479
H: 10.22912 18.30830 18.53611
H: 8.73061 18.06010 17.57881
H: 9.95445 21.44930 18.22918
H: 10.47004 20.39795 19.62823
H: 8.98006 21.54405 19.64037
H: 11.44549 18.53007 15.20974
H: 10.29956 17.62362 15.72673
C: 21.28357 12.20470 17.28587
C: 20.21488 12.39710 18.30139
C: 20.77214 13.20825 19.46755
O: 21.32240 14.41123 18.93544
C: 21.46609 15.54226 19.85633
N: 19.05285 13.14998 17.82570
H: 21.11970 11.31334 16.63488
H: 22.25546 12.11137 17.79436
H: 21.37750 13.06979 16.66936
H: 19.82030 11.43210 18.68930
H: 21.57005 12.58519 20.03145
H: 20.00356 13.29646 20.22989
H: 22.20210 15.30294 20.57933
H: 20.51753 15.81013 20.33235
H: 21.78340 16.37271 19.16756
H: 19.27271 14.04416 17.43708
H: 18.64102 12.60756 17.07563
C: 11.85308 22.63437 16.22562
C: 12.64264 23.75516 16.93434
C: 14.15602 23.47004 16.77380
O: 14.88303 24.42418 17.43989
C: 16.32202 24.38043 17.35239
N: 12.20217 25.08761 16.50729
H: 11.81041 22.82143 15.14282
H: 10.80828 22.49462 16.54376
H: 12.36347 21.69216 16.31565
H: 12.32969 23.70055 18.00958
H: 14.39455 23.35566 15.65208
H: 14.35082 22.49155 17.19404
H: 16.69376 25.27060 17.88282
H: 16.59597 24.41758 16.30668
H: 16.75831 23.47145 17.70901
H: 12.24645 25.09142 15.49783
H: 12.84482 25.80364 16.88515
C: 16.05196 12.10444 22.38267
C: 16.25391 12.01403 20.87872
C: 15.03280 12.57026 20.17816
O: 14.01428 11.57869 20.31564
C: 13.88155 10.77317 19.13515
N: 17.41477 12.78294 20.40402
H: 15.81611 13.14338 22.59694
H: 17.01060 11.87023 22.90304
H: 15.26123 11.45790 22.70130
H: 16.38741 10.99366 20.56359
H: 15.06560 12.83829 19.12974
H: 14.65219 13.43797 20.76294
H: 13.21107 9.94904 19.40794
H: 14.87954 10.37471 18.97846
H: 13.51878 11.32650 18.27489
H: 18.31534 12.29882 20.70016
H: 17.47454 12.78469 19.35722
C: 14.45086 20.32970 14.85458
C: 14.70815 19.47660 13.59563
C: 15.84024 18.51319 13.77231
C: 15.95711 17.59381 12.56863
C: 14.68093 16.82581 12.32147
C: 13.43514 17.74251 12.22500
N: 13.52136 18.66603 13.34398
O: 12.30681 19.47416 13.34465
C: 13.27307 18.25306 10.78470
C: 12.18327 16.86354 12.41592
C: 15.00639 20.48540 12.43528
H: 13.96242 21.26546 14.66000
H: 15.47252 20.58519 15.17649
H: 13.91658 19.76359 15.57121
H: 16.74258 19.13398 13.87311
H: 15.69158 17.92316 14.68569
H: 16.69051 16.87930 12.84338
H: 16.23674 18.09935 11.63300
H: 14.60663 15.99404 13.07414
H: 14.87306 16.32344 11.37017
H: 13.10278 17.33455 10.20319
H: 12.42597 18.86251 10.57056
H: 14.16627 18.75673 10.32644
H: 12.34650 16.00038 11.82454
H: 12.10170 16.50281 13.44453
H: 11.26816 17.39645 12.03442
H: 15.71881 21.24663 12.74498
H: 14.16080 20.97173 12.01980
H: 15.35553 19.99716 11.57521
H: 12.38970 20.00492 12.53629
C: 13.85877 21.88727 20.70050
C: 13.19869 22.74602 21.76739
C: 12.80491 24.01010 21.06919
C: 11.81195 24.85303 21.85847
C: 10.62911 23.93196 22.24246
C: 10.99841 22.69320 23.00880
N: 12.03256 21.97399 22.19189
O: 12.59298 20.90893 22.99556
C: 11.39658 22.97277 24.44945
C: 9.78144 21.74901 23.14417
C: 14.23418 23.12522 22.87567
H: 13.72403 20.93747 21.03558
H: 14.91877 22.14127 20.47343
H: 13.28036 22.00744 19.75283
H: 13.71006 24.62283 20.78682
H: 12.23819 23.65997 20.21594
H: 11.56115 25.69456 21.24202
H: 12.22877 25.18747 22.82727
H: 10.15318 23.50101 21.38246
H: 9.78914 24.49037 22.72731
H: 10.59616 23.53829 24.93846
H: 11.54060 22.04798 25.05224
H: 12.32757 23.58090 24.57189
H: 8.96372 22.10546 23.79906
H: 9.33490 21.66385 22.16208
H: 10.15987 20.82954 23.49176
H: 15.07769 23.65985 22.38959
H: 14.55356 22.26775 23.43960
H: 13.80358 23.84795 23.55604
H: 12.21791 20.03639 22.70644
C: 8.73514 12.48955 19.43994
C: 10.07474 11.94356 18.83187
C: 9.86296 11.49436 17.40202
C: 9.68712 12.63653 16.50435
C: 10.90194 13.61308 16.60615
C: 11.21872 14.08646 18.05798
N: 11.24575 12.85024 18.89701
O: 11.44598 13.26761 20.23927
C: 12.65268 14.61594 18.07937
C: 10.29730 15.22027 18.59355
C: 10.43908 10.69533 19.57480
H: 8.88653 12.85337 20.48751
H: 8.03329 11.67084 19.52500
H: 8.37212 13.35949 18.90404
H: 10.71871 10.87446 17.07922
H: 8.99844 10.79030 17.35962
H: 8.77070 13.18944 16.75957
H: 9.53579 12.30956 15.53362
H: 10.67308 14.51900 16.01250
H: 11.81913 13.21970 16.14440
H: 13.24449 13.76366 17.75360
H: 12.74962 15.45192 17.34181
H: 12.84710 15.08270 19.03122
H: 9.35265 15.43144 18.09777
H: 9.95620 15.04244 19.61771
H: 10.83962 16.19121 18.61745
H: 9.83642 9.82668 19.35524
H: 10.34389 10.84850 20.63310
H: 11.48468 10.47019 19.28346
H: 12.22745 12.70967 20.48266
C: 17.88628 17.97490 23.45049
C: 18.58945 18.98647 24.40678
C: 20.14738 18.77592 24.24517
C: 20.87043 19.88314 25.09535
C: 20.44683 21.24132 24.48509
C: 18.92598 21.50860 24.54354
N: 18.27254 20.35343 23.96167
O: 16.82793 20.47397 24.08190
C: 18.44074 21.93105 25.89321
C: 18.72963 22.69234 23.57364
C: 18.06914 18.67776 25.84027
H: 18.36026 18.21261 22.51127
H: 16.83196 18.17358 23.27931
H: 18.08264 16.92569 23.69919
H: 20.41597 17.81579 24.72313
H: 20.37279 18.72170 23.21387
H: 21.91494 19.73902 24.89678
H: 20.61723 19.77680 26.09731
H: 20.89064 21.25255 23.51760
H: 20.96027 22.05232 25.03642
H: 19.17616 22.66241 26.21411
H: 17.38575 22.31650 25.87231
H: 18.39896 21.13867 26.64337
H: 19.15291 22.54616 22.57602
H: 17.61277 22.81656 23.46297
H: 19.07786 23.64387 24.07905
H: 18.50612 19.33386 26.60552
H: 18.26307 17.64087 26.08839
H: 16.97095 18.84238 25.87506
H: 16.52239 20.81411 23.22943
C: 18.55474 21.38464 17.68062
C: 18.69070 21.52049 19.22971
C: 19.19205 20.19232 19.82981
C: 20.63405 19.83084 19.58088
C: 21.46984 20.99444 20.00915
C: 21.06838 22.34087 19.41887
N: 19.61950 22.59275 19.65086
O: 19.27027 23.78730 18.95129
C: 21.82768 23.51741 20.17535
C: 21.45888 22.32510 17.96414
C: 17.34429 21.76496 19.78014
H: 18.58671 22.37846 17.24383
H: 17.54989 20.94468 17.47351
H: 19.34172 20.77575 17.26925
H: 18.94981 20.28127 20.91511
H: 18.54953 19.46538 19.27385
H: 20.66843 19.61203 18.50384
H: 20.90830 18.94820 20.10406
H: 22.47952 20.82391 19.74577
H: 21.46988 21.16185 21.07437
H: 21.84630 24.49803 19.67699
H: 21.51503 23.58894 21.18487
H: 22.84583 23.23909 20.27705
H: 22.49620 22.61658 17.87142
H: 21.28464 21.37069 17.56172
H: 20.91621 23.06716 17.45061
H: 16.91089 22.74459 19.55303
H: 17.39905 21.74829 20.91645
H: 16.64745 21.03774 19.42862
H: 18.81822 24.33866 19.60174
C: 23.43347 13.92467 15.01289
C: 23.01424 15.37370 14.68895
C: 22.51052 15.45310 13.22224
C: 21.78138 16.72821 12.86078
C: 20.65068 16.93059 13.89073
C: 21.06524 16.87562 15.39911
N: 21.93225 15.67176 15.60162
O: 22.46908 15.76223 16.93529
C: 21.73741 18.19924 15.80016
C: 19.81060 16.64615 16.14574
C: 24.26377 16.26605 14.87639
H: 22.57711 13.24073 14.93846
H: 23.88717 14.00018 15.98837
H: 24.17551 13.56724 14.21504
H: 23.41751 15.31792 12.61052
H: 21.75342 14.66251 13.04194
H: 21.33073 16.59454 11.90597
H: 22.46029 17.60834 12.79039
H: 19.91703 16.13555 13.69084
H: 20.09510 17.92117 13.72356
H: 21.84478 18.38843 16.85860
H: 22.77268 18.23496 15.44452
H: 21.25014 19.07556 15.34155
H: 19.10709 17.52213 16.13022
H: 19.21736 15.91142 15.59292
H: 19.88927 16.38443 17.21416
H: 24.42754 16.37923 15.93422
H: 24.17144 17.18070 14.31271
H: 25.17649 15.86308 14.58681
H: 21.97885 15.06687 17.47242
C: 15.53045 10.15040 16.13574
C: 15.55520 11.46476 15.33692
C: 15.35538 12.65676 16.28661
C: 15.62371 14.05197 15.62889
C: 17.03694 13.96585 15.01481
C: 17.17809 12.77643 14.02964
N: 16.84060 11.57733 14.71023
O: 17.07414 10.45369 13.90737
C: 16.40279 12.98847 12.70614
C: 18.63564 12.84403 13.58524
C: 14.39654 11.31393 14.26133
H: 16.31152 10.18829 16.86284
H: 15.73001 9.32128 15.48085
H: 14.52144 10.14015 16.60237
H: 14.30475 12.65010 16.53932
H: 15.99534 12.52875 17.19073
H: 15.59511 14.86421 16.39576
H: 14.94204 14.26721 14.83381
H: 17.81229 13.67434 15.70798
H: 17.27655 14.90510 14.46527
H: 16.29256 11.94889 12.22881
H: 15.47956 13.50143 12.78370
H: 16.96832 13.61592 12.04112
H: 18.80212 12.07138 12.85177
H: 18.90886 13.83392 13.19187
H: 19.34937 12.60736 14.38511
H: 13.37273 11.45950 14.69793
H: 14.47222 10.32027 13.80919
H: 14.43868 11.94676 13.37844
H: 17.94013 10.12925 14.16828

Forces on atoms 1 to 3 (eV/Å):
C 0.7 0.0 -0.7
C 0.4 -2.4 0.4
C -0.3 0.4 0.5

Summary:
HOMO-LUMO gap = 0.3232 hartree
Max |F| = 3.95 eV/A
ΔE to the lowest compared entry with this formula, charge and spin = 87.80 kJ/mol
Highest occupied orbital energy = -8.4 eV

Atom charges from the Mulliken analysis, given in e for atoms 1 to 4: -1.298, 0.754, 0.536, -0.325